ORCA calculation (the ωB97M-V functional and the def2-TZVPD basis) on the ion C2H4N3O with charge +1 at a distorted geometry.

Geometry (Å):
O -0.719 2.243 0.099
N -0.186 1.021 0.161
C -0.770 -0.103 -0.380
C 0.217 -1.084 -0.279
N 1.310 -0.448 0.230
N 1.023 0.817 0.490
H -0.790 2.856 0.824
H -1.827 -0.101 -0.778
H 0.084 -2.071 -0.581
H 2.268 -0.619 0.471

## Properties
HOMO-LUMO gap   11.70 eV
E_HOMO   -16.11 eV
Total charge   +1
DFT total energy   -317.74714 Eh
Structure (SMILES)   O[n+]1cc[nH]n1

ORCA calculation (the ωB97M-V functional and the def2-TZVPD basis) on the ion C2H4N3O with charge +1 at a distorted geometry.

Geometry (Å):
H 2.086 -1.106 0.032
N 1.204 -0.623 -0.034
N 1.076 0.501 0.463
O 1.798 1.341 0.918
C -0.476 0.913 0.379
N -1.137 -0.051 -0.300
C -0.836 -1.126 -0.752
H -0.786 1.845 -0.046
H -0.853 1.155 1.520
H -1.128 -1.954 -1.385

## Properties
HOMO-LUMO gap   9.89 eV
E_HOMO   -15.89 eV
Total charge   +1
DFT total energy   -317.64480 Eh
Structure (SMILES)   [H]/N=[N+](\[O-])C[N+]#C

ORCA calculation (the ωB97M-V functional and the def2-TZVPD basis) on the ion C2H4N3O with charge +1 at a distorted geometry.

Geometry (Å):
C 0.354 -1.587 -0.287
N 0.096 -0.248 -0.008
N -0.680 0.287 0.826
C -0.689 1.678 0.644
N 0.134 1.934 -0.349
O 0.675 0.931 -0.832
H 1.102 -1.619 -1.119
H 0.529 -2.084 0.708
H -0.541 -1.838 -0.767
H -0.980 2.547 1.183

## Properties
HOMO-LUMO gap (spin up / spin down)   10.59 / 10.59 eV
E_HOMO (spin up / spin down)   -17.09 / -17.09 eV
Total charge   +1
DFT total energy   -317.67750 Eh
Structure (SMILES)   C[n+]1ncno1

ORCA calculation (the ωB97M-V functional and the def2-TZVPD basis) on the ion C2H4N3O with charge +1 at a distorted geometry.

Geometry (Å):
C -0.976 0.863 0.570
C -0.576 0.147 -0.641
O -0.836 -0.027 -1.728
N 0.712 -0.970 0.027
N 1.734 -1.055 -0.632
N 2.468 -1.176 -1.456
H -0.156 1.464 0.795
H -2.006 1.388 0.437
H -1.106 0.149 1.531
H 0.743 -0.784 1.097

## Properties
HOMO-LUMO gap   11.34 eV
E_HOMO   -16.69 eV
Total charge   +1
DFT total energy   -317.73295 Eh
Structure (SMILES)   CC(=O)N[N+]#N

ORCA calculation (the ωB97M-V functional and the def2-TZVPD basis) on an isolated molecule of C2H4N4 at a distorted geometry.

Geometry (Å):
H -1.301 -0.532 -2.418
N -0.609 -0.628 -1.674
N -0.823 0.288 -0.850
C -0.040 0.308 0.327
N -0.154 1.274 1.340
C 0.717 -0.774 0.330
N 1.217 -1.791 -0.122
H -0.948 1.124 1.948
H -0.216 2.204 0.940
H 2.155 -1.473 0.179

## Properties
HOMO-LUMO gap   9.01 eV
E_HOMO   -8.60 eV
Total charge   0
DFT total energy   -297.49124 Eh
Structure (SMILES)   [H]/N=N/C(N)=C=N

ORCA calculation (the ωB97M-V functional and the def2-TZVPD basis) on a cluster of 2 separate species, C2H4N4 in total at a distorted geometry.

Geometry (Å):
N -1.917 -0.401 -0.306
C -0.635 -0.810 -0.285
N 0.353 -1.445 -0.342
C 1.976 -0.251 -0.102
N 1.471 0.811 0.184
N 0.295 1.289 0.291
H -2.056 0.489 0.150
H -2.590 -1.117 -0.065
H 2.766 -0.884 0.255
H 0.333 2.305 0.205

## Properties
HOMO-LUMO gap   9.29 eV
E_HOMO   -8.39 eV
Total charge   0
DFT total energy   -297.49155 Eh